73
Properties=species:S:1:pos:R:3 method="wB97M-V/def2-TZVPD" orbital_gap_ev="4.89 / 4.43" total_charge=+2
Au -0.636 -0.428 -0.056
S 0.309 -0.798 2.509
C -0.618 -2.180 2.956
C -1.011 -2.379 4.288
C -1.817 -3.452 4.607
C -2.231 -4.346 3.624
C -1.810 -4.182 2.307
C -0.996 -3.114 1.968
As -0.362 -2.768 0.180
C 1.417 -3.466 0.025
C 2.069 -3.226 -1.183
C 3.367 -3.664 -1.363
C 4.015 -4.343 -0.339
C 3.356 -4.612 0.851
C 2.055 -4.172 1.041
C -1.472 -3.859 -0.966
C -2.834 -3.563 -1.004
C -3.690 -4.343 -1.758
C -3.184 -5.406 -2.492
C -1.828 -5.692 -2.470
C -0.963 -4.917 -1.715
H -0.701 -1.675 5.043
H -2.145 -3.585 5.626
H -2.873 -5.174 3.882
H -2.119 -4.882 1.536
H 1.549 -2.671 -1.961
H 3.873 -3.480 -2.300
H 5.039 -4.662 -0.461
H 3.855 -5.171 1.632
H 1.535 -4.368 1.976
H -3.213 -2.726 -0.422
H -4.746 -4.125 -1.781
H -3.847 -6.009 -3.089
H -1.441 -6.521 -3.042
H 0.099 -5.146 -1.689
N -1.009 1.532 -0.556
C -1.411 2.554 -0.931
N -1.756 3.706 -1.357
C -2.426 3.885 -2.641
C -3.924 4.085 -2.414
C -4.155 5.270 -1.478
C -3.399 5.061 -0.167
C -1.913 4.831 -0.444
H -2.230 3.024 -3.281
H -2.002 4.781 -3.105
H -4.350 3.182 -1.970
H -4.407 4.258 -3.376
H -5.220 5.368 -1.269
H -3.819 6.191 -1.957
H -3.808 4.190 0.351
H -3.507 5.930 0.481
H -1.362 4.628 0.476
H -1.484 5.711 -0.934
C 3.097 5.884 1.770
C 2.980 4.553 1.114
C 3.109 3.367 1.836
C 2.997 2.135 1.220
C 2.781 2.078 -0.148
C 2.625 3.243 -0.886
C 2.722 4.467 -0.257
S 2.700 0.495 -1.031
C 4.387 -0.110 -0.673
O 1.828 -0.396 -0.192
H 3.482 5.800 2.781
H 2.125 6.380 1.811
H 3.763 6.525 1.193
H 3.328 3.410 2.891
H 3.081 1.227 1.796
H 2.439 3.185 -1.947
H 2.632 5.375 -0.832
H 4.607 -0.006 0.383
H 5.086 0.466 -1.265
H 4.411 -1.159 -0.955

---

45
Properties=species:S:1:pos:R:3 method="wB97M-V/def2-TZVPD" orbital_gap_ev=5.40 total_charge=+2
Ce -0.967 -0.999 -0.330
H 0.066 2.733 1.476
H 0.224 2.936 0.751
P 0.859 0.662 -2.149
C 2.655 0.415 -2.472
H 2.881 0.696 -3.516
H 3.243 1.055 -1.795
H 2.887 -0.649 -2.318
C 0.266 -0.134 -3.715
H -0.786 0.127 -3.903
H 0.898 0.326 -4.495
H 0.400 -1.227 -3.716
C 0.780 2.375 -2.744
H 1.425 3.023 -2.150
H 1.103 2.423 -3.786
H -0.254 2.708 -2.684
C 1.325 -0.091 0.809
O 2.463 -0.051 1.063
H -1.913 0.513 -0.702
H 0.229 -2.371 -0.913
C -0.018 1.501 5.148
C 0.916 0.658 4.324
O 0.305 -0.439 3.573
P -0.893 -0.437 2.476
O -2.296 -0.095 3.251
C -2.885 -0.906 4.357
C -2.036 -2.047 4.832
O -2.679 -2.262 -0.192
C -2.736 -3.695 -0.045
C -1.579 -4.326 0.689
H -0.878 1.836 4.570
H 0.591 2.371 5.413
H -0.362 1.089 6.101
H 1.383 1.341 3.591
H 1.695 0.183 4.917
H -3.022 -0.173 5.152
H -3.856 -1.225 3.977
H -1.135 -1.669 5.303
H -2.597 -2.564 5.609
H -1.780 -2.750 4.036
H -3.677 -4.024 0.424
H -2.789 -4.091 -1.065
H -1.598 -4.173 1.764
H -1.692 -5.388 0.529
H -0.606 -4.047 0.293